a:
Computed, not measured: a 2-piece molecular cluster, C2H4ClN overall, with ωB97M-V/def2-TZVPD.

**E_LUMO (spin up / spin down)**: 0.8 / 0.8 eV
**Highest occupied orbital energy (spin up / spin down)**: -7.37 / -7.37 eV
**Gap between HOMO and LUMO (spin up / spin down)**: 8.22 / 8.22 eV

Geometry (Å):
C (-0.51681, -0.18453, -0.94125)
C (0.46288, -0.23081, 1.24241)
N (-0.39900, 0.89509, -1.45072)
Cl (1.30415, 1.28085, 1.50924)
H (-0.77008, -1.21286, -0.68165)
H (-0.36352, -0.58824, 1.82855)
H (1.02967, -1.06090, 0.86747)
H (-0.74728, 1.10140, -2.37404)

b:
Computed, not measured: a 2-piece molecular cluster, C2H4ClN overall, with ωB97M-V/def2-TZVPD.

**E_LUMO**: -0.9 eV
**Highest occupied orbital energy**: -9.24 eV
**Gap between HOMO and LUMO**: 8.35 eV

Geometry (Å):
C (0.00591, -0.88477, -1.18696)
C (-0.17813, 1.25096, 2.32530)
N (-0.71199, -1.51488, -1.97851)
Cl (0.85013, 2.37902, 1.81413)
H (-0.10203, -1.10552, -0.09890)
H (0.82355, -0.10819, -1.29193)
H (-0.15750, 1.38767, 3.42250)
H (-0.52993, -1.40429, -3.00563)

c:
Computed, not measured: one molecule with the formula C2H4ClN, with ωB97M-V/def2-TZVPD.

**SMILES**: [H]/N=C/CCl
**E_LUMO**: 1.1 eV
**Highest occupied orbital energy**: -9.86 eV
**Gap between HOMO and LUMO**: 10.92 eV

Geometry (Å):
H (-1.52781, -1.49785, -1.20493)
N (-0.62199, -1.19951, -0.88742)
C (-0.64038, -0.31954, 0.01442)
C (0.89771, 0.48206, 0.22907)
Cl (0.99857, 1.20884, 1.78761)
H (-1.52177, 0.12725, 0.43445)
H (1.73052, -0.19020, -0.10573)
H (0.68516, 1.38896, -0.26747)

It turns out c is the most stable, with the second structure 63.3 kcal/mol higher.

a:
Computed, not measured: a 2-piece molecular cluster, C3H10NOS overall, with ωB97M-V/def2-TZVPD.

**E_LUMO (spin up / spin down)**: 0.8 / -2.3 eV
**Spin multiplicity**: 2
**Highest occupied orbital energy (spin up / spin down)**: -9.68 / -9.34 eV
**Expectation value of S²**: 0.75
**Gap between HOMO and LUMO (spin up / spin down)**: 10.48 / 7.06 eV

Geometry (Å):
C (0.69618, -0.17130, 0.94939)
C (-0.81980, -0.50621, 0.80640)
S (-1.92212, 0.88388, 0.71421)
C (1.07740, 0.74149, -0.20627)
N (2.59449, 0.97128, -0.31719)
H (0.86077, 0.26016, 1.93294)
H (1.30308, -1.07632, 0.88554)
H (-0.87851, -1.28444, 0.04000)
H (-1.15069, -1.01938, 1.72194)
H (0.84876, 0.35421, -1.18952)
H (0.72088, 1.76710, -0.13536)
H (2.92870, 0.09869, -0.73845)
H (2.91618, 0.76490, 0.63253)
H (-3.49661, -0.14816, -2.12912)
H (-2.49799, -0.65896, -1.18261)
O (-3.18073, -0.97694, -1.78444)

b:
Computed, not measured: a 2-piece molecular cluster, C3H10NOS overall, with ωB97M-V/def2-TZVPD.

**E_LUMO (spin up / spin down)**: 0.8 / -1.7 eV
**Spin multiplicity**: 2
**Highest occupied orbital energy (spin up / spin down)**: -8.95 / -8.95 eV
**Expectation value of S²**: 0.75
**Gap between HOMO and LUMO (spin up / spin down)**: 9.74 / 7.25 eV

Geometry (Å):
C (1.70050, -0.68380, 1.97015)
C (1.50131, -0.11726, 0.57405)
S (2.27388, -1.07015, -0.75850)
H (1.74586, -1.77637, 1.96854)
H (2.67695, -0.40161, 2.36893)
H (0.92788, -0.27972, 2.61573)
H (1.83722, 0.92344, 0.54094)
H (0.45580, -0.04087, 0.28837)
H (3.55988, -0.83950, -0.46112)
N (-3.62788, 1.32016, -1.00528)
C (-2.58043, 0.53940, -0.37415)
O (-1.65690, 1.24277, 0.25926)
H (-4.15895, 0.74316, -1.64753)
H (-3.21867, 2.05365, -1.56654)
H (-1.98666, -0.07129, -1.08914)
H (-3.05822, -0.23821, 0.24644)

It turns out a is the most stable, with the second structure 16.1 kcal/mol higher.